Entry 1:
DFT (ωB97M-V/def2-TZVPD) results for one molecule with the formula C4H6N2O2 at a distorted geometry.

## Properties
total energy: -11317.577 eV
frontier orbital gap: 8.38 eV
LUMO energy: -0.12 eV
M: 114.1 g/mol

```
14
C4H6N2O2 | OMol25 | ωB97M-V/def2-TZVPD
C -1.017 -1.502 -0.123
C 0.184 0.859 -0.528
C 1.633 0.236 0.489
C -0.825 -0.127 0.431
N -0.063 2.186 -0.204
N 2.103 -0.818 0.747
O 0.308 0.480 -1.699
O -1.379 0.355 1.374
H -0.516 2.346 0.686
H -0.154 2.807 -0.994
H 2.962 -1.326 0.641
H -1.252 -2.190 0.690
H -1.842 -1.465 -0.838
H -0.141 -1.840 -0.673
```

***

Entry 2:
DFT (ωB97M-V/def2-TZVPD) results for a 2-piece molecular cluster, C3H7O2S overall.

## Properties
total energy: -18156.114 eV
frontier orbital gap: 7.39 eV
LUMO energy: 3.24 eV
net charge: -1
M: 107.2 g/mol

```
13
C3H7O2S | OMol25 | ωB97M-V/def2-TZVPD
C -1.190 -1.188 -0.458
S -2.489 -0.030 -0.050
C -1.599 1.513 -0.222
H -0.250 -0.965 0.058
H -0.947 -1.138 -1.514
H -1.557 -2.193 -0.240
H -2.292 2.274 0.119
H -0.655 1.530 0.328
H -1.357 1.747 -1.268
O 1.582 0.156 -0.032
C 2.718 -0.303 0.212
O 3.688 0.224 0.793
H 2.902 -1.361 -0.152
```

***

Entry 3:
DFT (ωB97M-V/def2-TZVPD) results for C20H21N8O2RbSe2Te2 as an isolated structure at a distorted geometry.

## Properties
total energy: -183030.455 eV
frontier orbital gap: 3.46 eV
LUMO energy: 3.40 eV
net charge: -2
M: 904.0 g/mol

```
56
C20H21N8O2RbSe2Te2 | OMol25 | ωB97M-V/def2-TZVPD
Rb 0.008 -2.465 1.504
O -1.539 -0.721 2.555
N -2.779 -0.761 2.372
N -3.162 -1.623 1.476
O -2.359 -2.393 0.805
C -4.548 -1.694 1.237
C -5.459 -0.880 1.911
C -6.807 -0.991 1.625
C -7.264 -1.901 0.678
C -6.351 -2.705 0.016
C -4.996 -2.608 0.288
H -5.100 -0.178 2.645
H -7.510 -0.358 2.151
H -8.322 -1.980 0.464
H -6.692 -3.420 -0.722
H -4.259 -3.221 -0.208
Se 4.635 -3.753 -0.309
Te 2.652 -4.961 0.669
Te 3.672 -5.778 3.086
Se 1.537 -6.112 4.349
C -1.338 0.588 -0.980
C -0.046 0.159 -1.573
N 0.758 -0.748 -1.091
C 1.827 -0.836 -1.947
C 1.667 0.044 -2.969
N 0.461 0.685 -2.733
C -0.097 1.720 -3.543
N -0.146 2.991 -2.854
N -1.247 3.768 -2.953
N -1.059 4.869 -2.317
C 0.196 4.837 -1.763
C 0.866 5.777 -0.968
C 2.128 5.448 -0.539
C 2.722 4.214 -0.875
C 2.082 3.276 -1.654
C 0.802 3.623 -2.102
H -1.594 -0.107 -0.183
H -2.140 0.577 -1.721
H -1.274 1.595 -0.565
H 2.629 -1.534 -1.759
H 2.262 0.269 -3.835
H -1.128 1.515 -3.844
H 0.528 1.810 -4.437
H 0.394 6.711 -0.700
H 2.680 6.137 0.086
H 3.707 3.989 -0.490
H 2.527 2.316 -1.874
C 5.912 -2.201 3.075
C 5.138 -1.113 2.337
C 3.749 -1.498 2.164
N 2.658 -1.832 2.067
H 6.946 -1.885 3.218
H 5.888 -3.117 2.487
H 5.464 -2.414 4.044
H 5.551 -0.975 1.334
H 5.169 -0.155 2.865
```

***

Entry 4:
DFT (ωB97M-V/def2-TZVPD) results for a 8-piece molecular cluster, C16H24F4N4O20 overall at a distorted geometry.

## Properties
total energy: -74750.607 eV
frontier orbital gap: 9.79 eV
LUMO energy: -0.83 eV
M: 668.4 g/mol

```
68
C16H24F4N4O20 | OMol25 | ωB97M-V/def2-TZVPD
O -22.171 22.193 -13.717
C -21.695 22.785 -12.800
O -20.811 23.796 -12.944
C -20.309 24.153 -11.669
C -21.290 23.563 -10.708
F -22.252 24.459 -10.318
O -21.908 22.547 -11.489
H -19.319 23.744 -11.436
H -20.207 25.236 -11.652
H -20.799 23.138 -9.833
O -23.801 25.449 -12.727
C -24.889 25.539 -13.193
O -25.240 26.506 -14.046
C -26.637 26.408 -14.337
C -27.071 25.140 -13.581
F -27.555 24.199 -14.451
O -25.868 24.627 -13.027
H -27.199 27.270 -13.985
H -26.810 26.249 -15.399
H -27.822 25.302 -12.805
O -32.482 20.151 -12.219
C -31.925 21.191 -12.147
O -30.953 21.544 -11.306
C -30.282 22.686 -11.756
C -31.409 23.381 -12.554
F -30.937 23.905 -13.736
O -32.258 22.300 -12.897
H -29.839 23.257 -10.944
H -29.474 22.560 -12.486
H -31.954 24.157 -12.006
O -27.061 28.622 -5.311
C -26.691 27.497 -5.444
O -26.017 27.035 -6.495
C -25.919 25.622 -6.453
C -26.711 25.256 -5.159
F -25.932 24.440 -4.395
O -26.956 26.500 -4.565
H -26.256 25.073 -7.327
H -24.867 25.389 -6.282
H -27.656 24.739 -5.313
C -25.146 24.209 -9.773
N -26.196 23.145 -9.871
O -25.981 22.110 -9.284
O -27.149 23.406 -10.588
H -24.620 24.152 -10.727
H -24.465 23.908 -8.986
H -25.601 25.186 -9.653
C -21.046 22.659 -5.832
N -21.320 23.348 -7.124
O -22.308 22.998 -7.732
O -20.541 24.176 -7.500
H -20.667 21.652 -5.979
H -21.916 22.752 -5.192
H -20.224 23.204 -5.370
C -23.467 20.050 -8.891
N -23.287 20.101 -10.366
O -22.315 19.531 -10.806
O -24.036 20.760 -11.043
H -23.519 18.982 -8.698
H -24.396 20.542 -8.628
H -22.632 20.560 -8.426
C -26.425 21.156 -13.032
N -27.275 20.801 -14.195
O -26.696 20.546 -15.232
O -28.480 20.803 -14.068
H -26.917 20.852 -12.113
H -26.334 22.240 -12.992
H -25.491 20.643 -13.227
```

***

Entry 5:
DFT (ωB97M-V/def2-TZVPD) results for one molecule with the formula C5H14N2 at a distorted geometry.

## Properties
total energy: -8389.444 eV
frontier orbital gap: 9.60 eV
LUMO energy: 0.98 eV
M: 102.2 g/mol

```
21
C5H14N2 | OMol25 | ωB97M-V/def2-TZVPD
C 2.279 -2.169 0.723
C 1.811 -1.184 -0.286
N 1.068 -0.177 0.609
C 0.320 1.052 0.214
C -1.173 1.080 0.652
C -1.832 0.318 -0.431
N -2.367 1.382 -1.353
H 1.372 -2.889 0.973
H 3.173 -2.841 0.405
H 2.596 -1.728 1.671
H 2.709 -0.699 -0.679
H 1.310 -1.604 -1.148
H 0.301 -0.634 1.010
H 0.825 1.818 0.777
H 0.517 1.322 -0.767
H -1.178 0.541 1.699
H -1.450 2.243 0.759
H -1.218 -0.483 -0.970
H -2.695 -0.287 -0.241
H -2.281 1.242 -2.324
H -3.318 0.981 -1.191
```

***

Entry 6:
DFT (ωB97M-V/def2-TZVPD) results for a 2-piece molecular cluster, C5H12O overall at a distorted geometry.

## Properties
total energy: -7423.542 eV
frontier orbital gap (spin up / spin down): 7.87 / 8.19 eV
LUMO energy (spin up / spin down): 0.90 / 0.93 eV
M: 88.1 g/mol

```
18
C5H12O | OMol25 | ωB97M-V/def2-TZVPD
C 2.222 -0.283 1.665
C 0.996 -0.731 0.861
C 0.102 0.399 0.481
C -0.978 -0.392 -2.454
O -1.140 0.344 0.817
C -2.124 1.156 0.514
H 2.813 0.447 1.101
H 1.920 0.184 2.607
H 2.872 -1.135 1.894
H 0.404 -1.448 1.439
H 1.338 -1.263 -0.041
H 0.429 1.256 -0.108
H -0.180 0.305 -2.720
H -1.555 -0.636 -3.349
H -0.538 -1.306 -2.045
H -1.887 2.093 0.020
H -1.644 0.062 -1.709
H -3.050 0.950 1.027
```